{
  "formula": "C17H21NO2",
  "method": "ωB97M-V with the def2-TZVPD basis set",
  "e_lumo_ev": 0.80,
  "homo_ev": -8.35,
  "fmax_ev_per_a": 0.61,
  "smiles": "CN(CCOc1ccccc1)CCOc1ccccc1",
  "gap_ha": 0.33624,
  "energy_ev": -23553.770,
  "mol_weight_g_mol": 271.36,
  "symbols": ["C", "N", "C", "C", "O", "C", "C", "C", "C", "C", "C", "C", "C", "O", "C", "C", "C", "C", "C", "C", "H", "H", "H", "H", "H", "H", "H", "H", "H", "H", "H", "H", "H", "H", "H", "H", "H", "H", "H", "H", "H"],
  "positions_angstrom": [[1.563, 1.053, -0.464], [0.385, 0.247, -0.708], [-0.839, 0.995, -0.898], [-1.458, 1.707, 0.325], [-0.784, 2.910, 0.635], [-0.016, 3.053, 1.749], [0.686, 4.260, 1.817], [1.497, 4.544, 2.895], [1.630, 3.630, 3.930], [0.937, 2.437, 3.869], [0.117, 2.142, 2.791], [0.283, -0.870, 0.212], [1.212, -2.028, -0.215], [0.529, -3.250, -0.379], [-0.292, -3.411, -1.459], [-0.526, -2.449, -2.435], [-1.376, -2.739, -3.491], [-1.997, -3.970, -3.587], [-1.764, -4.927, -2.612], [-0.920, -4.653, -1.556], [1.620, 1.443, 0.561], [2.450, 0.445, -0.642], [1.574, 1.892, -1.157], [-1.590, 0.298, -1.283], [-0.648, 1.750, -1.664], [-1.509, 1.026, 1.176], [-2.482, 1.997, 0.061], [0.572, 4.959, 1.004], [2.030, 5.482, 2.929], [2.266, 3.849, 4.774], [1.028, 1.716, 4.669], [-0.409, 1.199, 2.791], [-0.743, -1.245, 0.199], [0.524, -0.573, 1.245], [1.953, -2.238, 0.559], [1.735, -1.756, -1.138], [-0.062, -1.477, -2.380], [-1.551, -1.985, -4.244], [-2.658, -4.184, -4.413], [-2.243, -5.893, -2.675], [-0.725, -5.387, -0.789]],
  "atomic_forces_ev_per_a": [[0.1, 0.0, 0.0], [-0.1, 0.1, 0.0], [-0.1, 0.2, 0.4], [-0.1, -0.4, -0.4], [0.2, 0.1, 0.1], [0.2, 0.3, 0.2], [-0.2, -0.1, -0.1], [0.0, 0.0, 0.0], [0.1, 0.0, 0.2], [0.1, 0.1, 0.1], [-0.3, -0.2, -0.3], [0.2, -0.2, -0.2], [0.1, 0.3, 0.2], [-0.2, -0.4, -0.1], [-0.1, -0.1, 0.0], [0.2, 0.1, 0.2], [-0.1, -0.1, -0.1], [-0.1, 0.1, -0.2], [0.0, 0.0, 0.1], [0.1, 0.1, 0.1], [0.0, 0.0, 0.0], [0.1, 0.0, 0.0], [0.1, 0.1, 0.0], [-0.1, 0.1, 0.0], [-0.1, 0.0, 0.0], [0.0, 0.1, 0.0], [0.1, -0.1, 0.1], [0.0, 0.1, -0.1], [0.0, 0.1, 0.0], [0.1, 0.0, 0.1], [0.0, -0.1, 0.1], [0.0, 0.0, 0.0], [0.0, 0.0, 0.0], [-0.1, 0.0, 0.0], [0.0, 0.0, -0.1], [0.0, 0.0, 0.1], [0.1, 0.1, 0.1], [0.0, 0.1, -0.1], [-0.1, 0.0, -0.1], [0.0, -0.1, 0.0], [0.0, -0.1, 0.1]]
}